DFT (ωB97M-V with the def2-TZVPD basis set) results for a structure of composition C13H21AsNO5Si2Ti.

Properties
Strongest force on any atom in eV Å⁻¹: 0.55
Multiplicity: 1
Frontier orbital gap in eV: 7.73
Total charge: +1
Total energy in eV: -125257.3113

Each line ends with the Mulliken charge.
Positions of all 44 atoms, in Å:
1 Ti -0.192 -1.250 -0.173  0.256
2 O 1.484 -2.501 5.526  -0.484
3 C 1.183 -2.278 4.253  0.996
4 C 2.147 -1.945 3.286  -0.466
5 C 1.706 -1.723 2.007  -0.192
6 N 0.418 -1.814 1.696  -0.036
7 C -0.500 -2.184 2.586  0.135
8 C -0.169 -2.422 3.892  -0.537
9 C -1.846 -2.331 1.907  0.366
10 O -2.849 -2.675 2.442  -0.526
11 O -1.711 -2.033 0.599  -0.428
12 C 2.519 -1.435 0.763  0.370
13 O 3.708 -1.419 0.718  -0.549
14 O 1.687 -1.241 -0.276  -0.363
15 H 2.429 -2.402 5.703  0.325
16 H 3.202 -1.875 3.519  0.478
17 H -0.910 -2.722 4.619  0.567
18 C 2.561 2.035 0.262  -1.138
19 Si 1.138 2.057 -0.943  0.569
20 C 1.599 1.203 -2.538  -0.993
21 C 0.546 3.795 -1.257  -1.061
22 As -0.731 1.063 0.234  0.052
23 Si -2.155 0.415 -1.556  0.750
24 C -3.831 -0.096 -0.930  -1.175
25 C -1.314 -1.086 -2.470  -1.040
26 C -2.261 1.765 -2.832  -1.157
27 H 3.222 2.879 0.049  0.403
28 H 3.157 1.127 0.167  0.260
29 H 2.229 2.138 1.297  0.336
30 H 2.429 1.763 -2.978  0.430
31 H 0.793 1.198 -3.273  0.262
32 H 1.948 0.183 -2.379  0.278
33 H 1.327 4.353 -1.780  0.373
34 H 0.330 4.316 -0.323  0.321
35 H -0.352 3.822 -1.874  0.300
36 H -3.927 -1.179 -0.863  0.343
37 H -4.605 0.280 -1.600  0.370
38 H -4.019 0.312 0.064  0.319
39 H -0.471 -1.735 -2.147  0.241
40 H -0.901 -0.675 -3.393  0.452
41 H -2.089 -1.813 -2.717  0.590
42 H -2.784 2.622 -2.404  0.337
43 H -2.850 1.408 -3.680  0.376
44 H -1.294 2.100 -3.203  0.286

=====

DFT (ωB97M-V with the def2-TZVPD basis set) results for a cluster of 2 separate species, C7H11Cl in total.

Properties
Strongest force on any atom in eV Å⁻¹: 3.16
Energy relative to the best compared isomer or geometry (same formula, charge and spin) in kJ/mol: 311.0
Multiplicity: 1
Frontier orbital gap in eV: 10.14
Total energy in eV: -19956.2065

Each line ends with the Mulliken charge.
Positions of all 19 atoms, in Å:
1 C 0.055 -3.237 0.901  -0.765
2 C -0.459 -0.051 -0.918  0.592
3 C -0.409 -2.833 2.035  -0.015
4 C -0.210 1.183 -0.784  0.627
5 C -0.682 -1.320 -1.169  -1.225
6 C -0.409 2.253 -1.821  -1.264
7 C 0.438 1.675 0.492  -1.300
8 Cl -2.089 -3.278 2.665  -0.208
9 H -0.445 -3.955 0.280  0.350
10 H 1.026 -2.889 0.579  0.299
11 H 0.281 -1.914 -1.395  0.233
12 H -1.491 -1.892 -0.701  0.262
13 H 0.271 -2.241 2.674  0.315
14 H 0.491 2.388 -2.355  0.296
15 H -1.364 2.218 -2.406  0.348
16 H -0.630 3.174 -1.362  0.385
17 H 0.254 0.996 1.264  0.367
18 H -0.106 2.587 0.763  0.393
19 H 1.483 1.618 0.324  0.311

=====

DFT (ωB97M-V with the def2-TZVPD basis set) results for a cluster of 2 separate species, CH3BrClN3 in total.

Properties
Strongest force on any atom in eV Å⁻¹: 3.04
Energy relative to the best compared isomer or geometry (same formula, charge and spin) in kJ/mol: 66.8
Multiplicity: 1
Frontier orbital gap in eV: 9.23
Total energy in eV: -88117.3509

Each line ends with the Mulliken charge.
Positions of all 9 atoms, in Å:
1 C 1.633 0.289 -0.219  0.265
2 N 1.750 1.316 -0.795  -0.283
3 N 0.843 -0.392 0.429  -0.567
4 N -1.927 -0.492 0.680  -0.292
5 Cl -2.088 1.083 -0.124  -0.101
6 Br -2.618 -1.900 -0.202  -0.009
7 H 2.340 1.803 -1.430  0.256
8 H 0.946 -1.161 1.084  0.194
9 H -0.877 -0.546 0.577  0.536

=====

DFT (ωB97M-V with the def2-TZVPD basis set) results for an isolated molecule of C20H19FN2O3.

Properties
Strongest force on any atom in eV Å⁻¹: 0.69
Energy relative to the best compared isomer or geometry (same formula, charge and spin) in kJ/mol: 0.0
Multiplicity: 1
Frontier orbital gap in eV: 7.46
Total energy in eV: -32890.6439

Each line ends with the Mulliken charge.
Positions of all 45 atoms, in Å:
1 O 3.074 0.669 -1.190  -0.683
2 C 1.951 0.328 -0.893  0.336
3 N 1.652 -0.603 0.058  0.035
4 C 2.518 -1.310 0.895  0.200
5 C 3.905 -1.238 0.793  -0.185
6 C 4.701 -1.969 1.656  -0.700
7 C 4.105 -2.767 2.614  0.339
8 C 2.730 -2.853 2.736  -0.651
9 C 1.939 -2.121 1.872  -0.370
10 H 0.863 -2.170 1.953  0.422
11 H 2.295 -3.483 3.495  0.429
12 F 4.884 -3.482 3.457  -0.335
13 H 5.776 -1.923 1.589  0.429
14 H 4.352 -0.609 0.042  0.515
15 H 0.673 -0.794 0.243  -0.063
16 C 0.716 0.913 -1.562  0.468
17 H -0.173 0.358 -1.267  -0.595
18 H 0.839 0.790 -2.641  0.475
19 C 0.554 2.412 -1.266  -0.879
20 C 0.829 2.835 0.179  -0.880
21 C 0.032 2.145 1.287  -0.203
22 C -1.484 2.327 1.225  -0.874
23 N -2.132 1.518 0.211  0.436
24 C -2.964 2.073 -0.761  0.449
25 O -3.196 3.248 -0.873  -0.632
26 C -3.456 0.930 -1.564  0.153
27 C -4.297 0.890 -2.656  -0.511
28 C -4.582 -0.358 -3.204  -0.477
29 C -4.038 -1.517 -2.673  -0.574
30 C -3.187 -1.475 -1.572  -0.505
31 C -2.908 -0.239 -1.028  0.861
32 C -2.051 0.143 0.121  -0.443
33 O -1.386 -0.577 0.833  -0.663
34 H -2.761 -2.374 -1.154  0.536
35 H -4.278 -2.469 -3.121  0.403
36 H -5.238 -0.423 -4.059  0.405
37 H -4.716 1.796 -3.064  0.509
38 H -1.913 2.057 2.196  0.367
39 H -1.744 3.364 0.998  0.383
40 H 0.362 2.570 2.237  0.388
41 H 0.260 1.081 1.320  0.065
42 H 0.650 3.912 0.243  0.428
43 H 1.889 2.669 0.387  0.413
44 H 1.261 2.959 -1.892  0.467
45 H -0.450 2.720 -1.565  0.313

=====

DFT (ωB97M-V with the def2-TZVPD basis set) results for a cluster of 6 separate species, C36H90N6O12 in total.

Properties
Strongest force on any atom in eV Å⁻¹: 2.46
Energy relative to the best compared isomer or geometry (same formula, charge and spin) in kJ/mol: 1282.1
Multiplicity: 1
Frontier orbital gap in eV: 8.95
Total energy in eV: -72291.4619

Each line ends with the Mulliken charge.
Positions of all 144 atoms, in Å:
1 C -8.507 2.930 -12.142  -0.573
2 O -8.912 4.233 -12.506  -0.370
3 C -8.955 5.093 -11.400  -0.605
4 C -10.290 5.192 -10.663  -0.659
5 N -10.762 3.933 -10.024  0.003
6 C -10.097 3.700 -8.747  -0.541
7 C -10.888 2.597 -8.020  -0.947
8 O -12.114 3.168 -7.613  -0.018
9 C -12.705 2.422 -6.547  -0.919
10 H -8.625 2.155 -12.894  0.336
11 H -9.194 2.591 -11.346  0.092
12 H -7.546 2.855 -11.622  0.301
13 H -8.721 6.086 -11.793  0.396
14 H -8.154 4.927 -10.668  0.346
15 H -11.087 5.562 -11.307  0.451
16 H -10.154 5.899 -9.831  0.355
17 H -11.725 4.204 -9.832  -0.110
18 H -10.048 4.602 -8.121  0.307
19 H -9.059 3.393 -8.890  0.424
20 H -10.284 2.224 -7.185  0.523
21 H -11.017 1.748 -8.699  0.325
22 H -13.158 1.549 -7.027  0.307
23 H -13.451 3.111 -6.148  0.190
24 H -12.020 2.159 -5.738  0.395
25 C -20.959 14.244 2.228  -0.401
26 O -21.226 15.524 1.676  -0.371
27 C -20.867 15.781 0.318  -0.670
28 C -21.390 14.954 -0.852  -0.562
29 N -20.871 13.557 -0.835  0.186
30 C -21.777 12.759 -1.712  -1.083
31 C -21.584 11.270 -1.421  0.606
32 O -21.629 11.005 -0.016  -0.427
33 C -22.963 11.118 0.440  -0.834
34 H -19.903 13.998 2.117  0.163
35 H -21.614 13.412 1.962  0.135
36 H -21.206 14.344 3.289  0.309
37 H -19.780 15.911 0.259  0.305
38 H -21.251 16.795 0.159  0.342
39 H -20.951 15.427 -1.739  0.320
40 H -22.468 15.002 -1.032  0.419
41 H -21.074 13.189 0.081  0.055
42 H -21.563 13.073 -2.736  0.470
43 H -22.847 12.954 -1.576  0.328
44 H -20.596 10.964 -1.764  -0.973
45 H -22.301 10.673 -1.991  0.473
46 H -23.592 10.247 0.227  0.335
47 H -23.484 12.034 0.165  0.317
48 H -22.998 11.107 1.535  0.305
49 C -14.230 -1.908 -14.699  -0.734
50 O -14.471 -1.083 -13.550  -0.323
51 C -15.812 -0.639 -13.390  -0.603
52 C -15.926 0.197 -12.144  -0.545
53 N -15.218 1.460 -12.389  -0.391
54 C -15.294 2.379 -11.239  -0.421
55 C -13.960 3.131 -11.028  -0.333
56 O -14.152 4.424 -10.530  -0.499
57 C -14.666 4.526 -9.202  -0.555
58 H -13.411 -1.394 -15.207  0.237
59 H -15.076 -1.877 -15.388  0.358
60 H -13.967 -2.895 -14.330  0.222
61 H -16.484 -1.506 -13.357  0.422
62 H -16.073 -0.043 -14.271  0.368
63 H -15.414 -0.285 -11.301  0.362
64 H -16.981 0.363 -11.929  0.355
65 H -14.259 1.252 -12.642  0.222
66 H -15.575 1.801 -10.353  0.299
67 H -16.042 3.131 -11.507  0.142
68 H -13.471 3.208 -12.000  0.412
69 H -13.333 2.538 -10.350  0.247
70 H -15.749 4.516 -9.353  0.426
71 H -14.287 5.456 -8.784  0.205
72 H -14.349 3.675 -8.596  0.108
73 C -13.000 6.459 -5.417  -0.809
74 O -13.814 7.387 -4.742  -0.218
75 C -14.885 6.812 -3.988  -0.953
76 C -15.859 7.944 -3.629  -0.122
77 N -16.806 8.260 -4.701  -0.373
78 C -17.681 9.364 -4.272  0.098
79 C -18.860 8.839 -3.466  0.775
80 O -19.767 8.119 -4.265  -0.286
81 C -20.661 8.873 -5.020  -0.707
82 H -12.536 5.780 -4.687  0.378
83 H -12.089 7.010 -5.675  0.328
84 H -13.449 5.989 -6.291  0.198
85 H -14.457 6.516 -3.028  0.362
86 H -15.426 6.069 -4.573  0.377
87 H -15.199 8.760 -3.300  0.020
88 H -16.441 7.640 -2.758  0.389
89 H -16.200 8.556 -5.463  0.356
90 H -18.032 9.820 -5.203  0.452
91 H -17.060 10.110 -3.759  -0.641
92 H -19.308 9.706 -2.971  -0.488
93 H -18.482 8.134 -2.730  0.271
94 H -20.197 9.607 -5.697  0.306
95 H -21.317 9.467 -4.367  0.182
96 H -21.244 8.236 -5.682  0.320
97 C -22.105 6.430 -3.238  -0.641
98 O -22.735 5.227 -2.814  -0.398
99 C -21.819 4.401 -2.080  -0.636
100 C -22.562 3.069 -1.844  -0.668
101 N -23.174 3.072 -0.540  -0.282
102 C -23.766 1.754 -0.193  -0.582
103 C -24.108 1.618 1.271  -0.600
104 O -25.373 2.109 1.653  -0.355
105 C -25.449 3.498 1.937  -0.604
106 H -21.340 6.777 -2.544  0.280
107 H -22.871 7.182 -3.416  0.277
108 H -21.610 6.246 -4.195  0.268
109 H -21.534 4.866 -1.138  0.368
110 H -20.976 4.229 -2.754  0.408
111 H -21.837 2.253 -1.897  0.476
112 H -23.296 2.936 -2.652  0.285
113 H -23.928 3.748 -0.525  0.145
114 H -23.055 0.977 -0.479  0.449
115 H -24.652 1.656 -0.835  0.335
116 H -23.286 2.026 1.872  0.341
117 H -24.175 0.551 1.509  0.343
118 H -25.255 4.066 1.021  0.227
119 H -24.844 3.832 2.778  0.280
120 H -26.512 3.672 2.105  0.261
121 C -16.649 12.078 1.119  -0.546
122 O -17.155 11.298 0.043  -0.376
123 C -17.575 12.096 -1.046  0.067
124 C -16.439 12.657 -1.908  -0.228
125 N -17.020 13.268 -3.078  -0.060
126 C -16.109 13.598 -4.167  -1.004
127 C -15.368 12.444 -4.820  -0.029
128 O -14.379 11.907 -3.945  -0.321
129 C -13.573 10.927 -4.554  -0.841
130 H -15.839 12.718 0.764  0.299
131 H -16.405 11.377 1.909  0.288
132 H -17.394 12.797 1.488  0.074
133 H -18.290 12.853 -0.694  0.177
134 H -18.192 11.471 -1.701  -0.225
135 H -15.939 11.748 -2.225  0.122
136 H -15.824 13.301 -1.272  0.307
137 H -17.924 13.696 -3.059  0.196
138 H -15.349 14.314 -3.824  0.292
139 H -16.608 14.083 -5.009  0.477
140 H -14.945 12.676 -5.799  0.591
141 H -16.122 11.646 -4.902  -0.162
142 H -13.262 11.235 -5.561  0.396
143 H -14.006 9.927 -4.636  0.369
144 H -12.641 10.849 -3.994  0.211

=====

Q: What is the strongest force on any atom in the first record?
A: 0.55 eV Å⁻¹

=====

Q: strongest force on any atom of number 2 (C7H11Cl)?
A: 3.16 eV Å⁻¹

=====

Q: Among the records above, which one has the highest strongest force on any atom?
A: C7H11Cl